(1)
A gas-phase ion, C6H7N2O4S (charge -1) at a distorted geometry, computed with ωB97M-V with the def2-TZVPD basis set.

The total energy comes out at -28339.9892 eV. For the maximum force, the calculation gives 0.070 Eh/bohr. The relative energy (zero: lowest compared OMol25 entry of this formula, charge and spin) comes out at 27.4 kcal per mole. For the frontier orbital gap, the calculation gives 6.80 eV.

Structure (ORCA input):
```
! RIJCOSX wB97M-V def2-TZVPD def2/J DEFGRID3
* xyz -1 1
C -0.6053 1.7596 0.1676
C -1.5868 1.7409 1.0989
C 0.6484 -0.6416 -0.6628
C 1.1280 -1.8826 -0.2566
C 0.3910 -0.3306 -2.1032
C 1.3680 -2.3384 1.1681
N 0.0374 0.5257 0.3742
N -2.6015 2.6191 1.5713
O 0.6304 -1.1751 -3.0012
O 0.0527 0.8277 -2.4511
O -0.2969 2.6425 -0.8188
O 1.3938 -2.7756 -1.2324
S -1.1386 0.1407 1.6146
H 1.5041 -3.4333 1.2522
H 2.3259 -1.8881 1.6075
H 0.7508 -1.8781 1.9865
H -2.3646 3.0103 2.5018
H -2.6872 3.4928 0.8695
H -0.0864 1.9263 -1.5202
H 1.1369 -2.3422 -2.1660
*
```

(2)
A molecular structure, C40H26BrN9O8S2Ta at a distorted geometry, computed with ωB97M-V with the def2-TZVPD basis set.

The total energy comes out at -164933.2894 eV. For the maximum force, the calculation gives 0.023 Eh/bohr. For the frontier orbital gap, the calculation gives 7.21 eV.

Structure (ORCA input):
```
! RIJCOSX wB97M-V def2-TZVPD def2/J DEFGRID3
* xyz 3 1
Ta 0.5169 0.7163 0.1353
S 0.9338 -5.8910 4.0471
N 1.1698 -4.3828 4.5510
C 1.0434 -3.6039 3.4864
C 1.1802 -2.1632 3.4779
C 1.4637 -1.4034 4.6158
C 1.5389 -0.0332 4.4924
C 1.3514 0.5504 3.2473
N 1.1282 -0.1617 2.1354
C 1.0099 -1.5081 2.2585
C 0.6930 -2.2375 1.0455
N 0.5398 -1.4943 -0.0808
C 0.3153 -2.1413 -1.2282
C 0.1920 -3.5236 -1.3053
C 0.3103 -4.2797 -0.1638
C 0.5795 -3.6256 1.0424
C 0.7554 -4.3133 2.3039
N 0.6669 -5.6232 2.4846
H 1.6000 -1.8967 5.5702
H 1.7284 0.6002 5.3475
H 1.3562 1.6246 3.1488
H 0.2340 -1.5468 -2.1224
H 0.0029 -3.9771 -2.2681
H 0.2134 -5.3580 -0.1797
C -3.7711 -2.6345 -5.8064
C -2.9443 -1.7114 -4.9691
C -2.1749 -0.7074 -5.5645
C -1.4524 0.1853 -4.8002
C -1.4780 0.0539 -3.4079
C -2.2488 -0.9326 -2.7837
C -2.9695 -1.8040 -3.5708
S -0.6273 1.2212 -2.4823
O -0.5152 2.4401 -3.1992
O -1.2156 1.2079 -1.0869
N 0.8086 0.7216 -1.8762
C 2.0138 0.5275 -2.5758
C 2.2470 0.6634 -3.9139
C 3.5367 0.3672 -4.4163
C 4.5290 -0.0792 -3.5930
C 4.2877 -0.2450 -2.2047
C 5.2293 -0.7687 -1.2989
C 4.8576 -0.9518 0.0081
C 3.5818 -0.5664 0.4246
N 2.6739 -0.0085 -0.3714
C 3.0222 0.0960 -1.6987
H -3.3397 -2.7716 -6.7958
H -4.7681 -2.2065 -5.9377
H -3.8918 -3.6063 -5.3313
H -2.1657 -0.6123 -6.6424
H -0.9048 0.9922 -5.2685
H -2.3153 -0.9840 -1.7042
H -3.5905 -2.5580 -3.1038
H 1.4766 1.0031 -4.5930
H 3.7248 0.4905 -5.4737
H 5.5065 -0.3211 -3.9887
H 6.2190 -1.0424 -1.6432
H 5.5332 -1.3844 0.7324
H 3.3097 -0.7261 1.4577
Br 0.0920 3.8826 -0.5389
C 1.5834 3.6974 0.5498
C 2.2480 4.8269 0.9897
C 3.4113 4.6647 1.7157
C 3.8599 3.3723 1.9625
C 3.1265 2.3092 1.4988
N 1.9720 2.4311 0.7997
H 1.8589 5.8045 0.7442
H 3.9624 5.5246 2.0733
H 4.7702 3.1858 2.5142
H 3.4651 1.3133 1.7169
O -1.3049 -0.0967 1.0026
C -1.5603 1.0129 1.5723
O -0.5521 1.8242 1.5554
C -2.8367 1.3804 2.1482
C -3.8991 0.4798 2.0661
C -5.1131 0.8596 2.5905
C -5.3139 2.0876 3.1966
C -4.2332 2.9505 3.2527
C -2.9962 2.6327 2.7400
N -4.4074 4.2821 3.8881
O -5.5003 4.5326 4.3265
O -3.4726 5.0481 3.7871
N -6.2482 -0.0923 2.4934
O -6.0632 -1.0732 1.8036
O -7.2936 0.2626 2.9730
H -3.7953 -0.4906 1.6025
H -6.2756 2.3621 3.6101
H -2.1915 3.3504 2.8033
*
```

(3)
3 unconnected molecules or ions with the total composition C5H15NO2 at a distorted geometry, computed with ωB97M-V with the def2-TZVPD basis set.

The total energy comes out at -11011.2469 eV. As for the SMILES: C=C(CC)NC.O.O. For the maximum force, the calculation gives 0.069 Eh/bohr. The relative energy (zero: lowest compared OMol25 entry of this formula, charge and spin) comes out at 62.2 kcal per mole. For the frontier orbital gap, the calculation gives 8.62 eV.

Structure (ORCA input):
```
! RIJCOSX wB97M-V def2-TZVPD def2/J DEFGRID3
* xyz 0 1
C -0.7606 -1.1426 1.3110
C 0.0188 -1.1386 0.2331
C -0.5898 -0.6880 -1.0657
C -1.0391 0.8212 -0.8611
N 1.4311 -1.2245 0.3751
C 2.2118 -1.2983 -0.8582
H -0.2892 -1.3214 2.2804
H -1.7941 -0.9129 1.5415
H 0.0940 -0.4465 -1.8911
H -1.3415 -1.3509 -1.4933
H -1.8334 0.8823 -0.1172
H -0.1053 1.2344 -0.4308
H -1.1080 1.3638 -1.8072
H 1.7224 -1.8957 1.0684
H 3.2340 -0.9778 -0.5201
H 2.1206 -0.3810 -1.4291
H 2.2621 -2.2372 -1.3839
O 2.8648 0.8487 3.2856
H 3.6001 0.2267 3.2860
H 2.2382 0.2091 3.6581
O -3.9886 2.7154 -2.3235
H -3.6147 3.3764 -2.9451
H -4.9338 2.8419 -2.3268
*
```

| no. | LUMO energy (eV) |
| --- | --- |
| 1 | 3.1512 |
| 2 | -9.3393 |
| 3 | 0.8015 |